Molecular formula: C4H11NO3
Method: DFT, wB97M-V/def2-TZVPD

Summary:
Kohn-Sham gap (alpha / beta): 7.53 / 7.53 eV
ΔE to the lowest compared entry with this formula, charge and spin: 129.0 kcal/mol

Structure (XYZ):
```
19
Properties=species:S:1:pos:R:3:lowdin_charge:R:1
H 0.204 -1.191 2.089 0.08
C -1.333 -0.049 0.083 -0.02
H -0.120 1.922 -2.072 0.13
H 1.984 -2.025 0.162 0.09
H 1.884 -0.630 2.161 0.09
H 0.565 0.539 2.232 0.08
H -0.571 -0.222 -1.917 0.15
H -1.463 -1.110 0.205 0.11
H -3.299 1.037 -0.911 -0.03
H 1.600 -1.370 -1.301 0.09
N 1.278 -1.502 -0.350 0.08
C 0.937 -0.279 0.267 -0.51
O -0.541 1.752 -1.220 0.05
O 1.814 0.748 -0.142 -0.03
O -2.983 0.125 -0.997 -0.29
H 1.425 1.600 0.099 0.09
C 0.882 -0.398 1.774 -0.05
C -0.728 0.424 -1.062 -0.25
H -1.535 0.630 0.899 0.12
```